Formula: C32H39IrN5OS2
Source: the OMol25 dataset
Level of theory: ωB97M-V/def2-TZVPD

```
80
Properties=species:S:1:pos:R:3:forces:R:3:lowdin_charge:R:1
Ir 0.300 0.776 -1.042 -0.65 0.41 -0.87 1.44
C -4.093 0.411 4.512 -0.02 0.01 -0.03 -0.04
C -3.730 1.725 3.821 -0.01 -0.01 0.08 -0.55
C -5.016 2.427 3.347 0.03 0.01 -0.10 -0.01
C -2.988 2.633 4.823 0.02 0.00 -0.04 -0.01
C -2.818 1.513 2.635 -0.05 0.04 0.07 -0.09
C -2.421 2.584 1.825 0.02 0.03 -0.03 0.05
C -1.563 2.386 0.777 -0.16 -0.09 -0.09 -0.08
N -1.052 1.177 0.443 0.18 0.15 0.27 -0.06
C -1.476 0.119 1.178 0.00 0.09 0.14 -0.17
C -2.326 0.265 2.256 -0.02 -0.03 -0.01 0.10
C -1.017 -1.176 0.692 0.07 -0.08 0.00 -0.18
C -1.351 -2.374 1.288 -0.02 0.01 -0.02 0.10
C -0.950 -3.592 0.740 -0.01 -0.08 -0.01 -0.09
C -0.205 -3.503 -0.440 0.00 -0.03 0.00 0.05
C 0.112 -2.281 -0.975 -0.17 0.06 0.11 -0.08
N -0.274 -1.107 -0.436 0.18 -0.24 0.00 -0.07
C -1.283 -4.933 1.356 0.03 -0.04 0.06 -0.55
C -2.171 -4.793 2.593 -0.02 -0.01 -0.03 -0.04
C 0.044 -5.603 1.762 0.00 0.03 -0.02 -0.01
C -2.001 -5.802 0.308 -0.01 0.06 -0.06 -0.01
H -4.747 0.627 5.355 0.01 -0.01 0.01 0.11
H -3.215 -0.102 4.911 0.00 -0.01 0.00 0.10
H -4.641 -0.264 3.850 0.00 0.00 0.00 0.10
H -5.689 2.539 4.196 0.00 0.00 0.00 0.11
H -5.532 1.847 2.580 -0.02 -0.02 0.03 0.10
H -4.824 3.425 2.951 0.01 0.01 0.02 0.09
H -3.647 2.834 5.667 0.02 -0.01 0.01 0.11
H -2.714 3.594 4.385 -0.02 0.01 0.00 0.09
H -2.086 2.151 5.205 -0.01 0.00 0.02 0.10
H -2.798 3.581 2.002 0.02 0.01 -0.01 0.14
H -1.327 3.211 0.139 0.01 0.12 -0.18 0.09
H -2.635 -0.611 2.803 0.00 0.00 0.00 0.12
H -1.948 -2.371 2.186 0.01 0.00 0.00 0.11
H 0.128 -4.395 -0.951 0.02 0.02 -0.01 0.14
H 0.669 -2.238 -1.883 0.18 0.03 -0.27 0.03
H -1.689 -4.218 3.386 0.00 0.00 0.01 0.09
H -2.369 -5.785 2.997 0.00 0.01 0.01 0.11
H -3.140 -4.348 2.356 0.00 0.01 0.00 0.10
H 0.570 -5.020 2.520 0.00 -0.01 0.01 0.10
H 0.709 -5.750 0.910 -0.01 -0.01 -0.01 0.09
H -0.173 -6.585 2.181 0.01 0.00 0.01 0.11
H -2.913 -5.325 -0.053 -0.02 -0.01 0.03 0.10
H -2.274 -6.751 0.766 0.00 0.00 0.00 0.11
H -1.367 -6.026 -0.551 0.01 -0.01 0.01 0.09
N 2.776 1.611 -4.531 -0.12 -0.05 -0.02 0.20
C 3.308 0.542 -5.238 0.05 0.01 -0.09 -0.18
C 4.096 0.752 -6.359 -0.02 0.02 0.01 0.05
C 4.598 -0.346 -7.032 0.01 -0.03 0.01 0.05
C 4.326 -1.660 -6.594 0.01 0.01 0.00 0.03
C 3.550 -1.879 -5.481 0.00 -0.03 0.01 -0.03
C 3.036 -0.771 -4.793 -0.06 0.01 -0.03 -0.39
S 2.089 -1.040 -3.402 -0.03 -0.20 0.15 1.23
N 1.539 0.457 -2.892 0.15 -0.01 0.34 -0.32
C 1.932 1.560 -3.490 0.05 -0.07 -0.16 -0.28
C 1.459 2.837 -2.936 -0.11 0.07 -0.01 -0.18
C 1.629 4.039 -3.595 0.04 -0.01 0.02 0.05
C 1.280 5.225 -2.960 0.02 0.05 -0.03 0.05
C 0.810 5.150 -1.667 -0.01 -0.02 0.04 0.04
C 0.634 3.901 -1.088 0.15 0.03 -0.05 -0.10
N 0.892 2.744 -1.710 -0.11 0.13 0.08 -0.04
H 3.047 2.527 -4.864 -0.01 -0.01 0.01 0.16
H 4.304 1.755 -6.710 0.01 0.00 0.00 0.15
H 5.209 -0.196 -7.913 0.00 -0.01 0.00 0.15
H 4.731 -2.501 -7.141 0.00 0.01 -0.01 0.15
H 3.336 -2.886 -5.144 0.00 0.00 0.00 0.14
H 2.018 4.087 -4.603 -0.02 0.02 0.00 0.14
H 1.409 6.177 -3.459 -0.04 0.00 -0.01 0.15
H 0.569 6.040 -1.101 0.01 -0.01 0.02 0.15
H 0.310 3.839 -0.069 -0.06 -0.03 0.17 0.09
C 4.235 1.453 0.760 0.02 -0.04 -0.01 -0.19
S 2.502 1.805 0.920 -0.11 0.11 0.15 0.99
C 2.223 1.332 2.609 -0.01 -0.03 0.03 -0.19
O 1.868 0.606 0.099 0.55 -0.36 0.23 -0.64
H 4.760 2.135 1.433 0.01 -0.01 0.00 0.10
H 4.532 1.652 -0.267 0.01 0.01 0.00 0.07
H 4.414 0.415 1.037 0.02 0.01 0.01 0.09
H 2.795 2.021 3.234 -0.01 -0.01 0.01 0.09
H 2.554 0.305 2.753 0.01 0.01 0.02 0.09
H 1.161 1.445 2.822 -0.01 0.01 0.00 0.06
```
Positions in Å, forces in eV/Å.

Results
Molar mass in g mol⁻¹: 766.05
Total charge: +4
HOMO level (spin up / spin down) in eV: -19.54 / -19.54
Spin multiplicity: 2
Gap between HOMO and LUMO (spin up / spin down) in eV: 6.8 / 5.8